(1)
Formula: CHF2NO2
Source: OMol25
Level of theory: wB97M-V/def2-TZVPD

Frontier orbital gap ... 10.9323 eV
LUMO level ... -0.177 eV
ΔE to the lowest compared entry with this formula, charge and spin ... 32.6 kJ/mol
SMILES ... O=NOC(F)F

Each line ends with the Löwdin charge.
CARTESIAN COORDINATES (ANGSTROEM)
O: 2.347 0.025 1.165  0.08
N: 1.366 0.459 0.725  -0.04
O: 0.619 -0.572 0.073  -0.03
C: -0.771 -0.016 -0.335  -0.38
F: -1.719 -0.880 0.039  0.11
F: -0.891 0.019 -1.637  0.12
H: -0.951 0.965 -0.030  0.14

(2)
Formula: CHF2O3
Source: OMol25
Level of theory: wB97M-V/def2-TZVPD

Frontier orbital gap (spin up / spin down) ... 8.5495 / 8.4968 eV
LUMO level (spin up / spin down) ... -10.330 / -10.327 eV
ΔE to the lowest compared entry with this formula, charge and spin ... 348.5 kJ/mol
Charge ... +1

Each line ends with the Löwdin charge.
CARTESIAN COORDINATES (ANGSTROEM)
C: -0.274 0.257 0.349  -0.36
O: -1.362 -1.136 -1.023  0.28
O: 0.525 1.169 0.611  0.38
O: -0.458 -0.289 -0.894  0.12
F: -0.930 -0.252 1.289  0.39
F: 1.149 -0.968 -0.403  -0.05
H: 1.351 1.218 0.072  0.23

(3)
Formula: CHF2O3S
Source: OMol25
Level of theory: wB97M-V/def2-TZVPD

Frontier orbital gap (spin up / spin down) ... 8.5734 / 5.7962 eV
LUMO level (spin up / spin down) ... 3.447 / 2.109 eV
ΔE to the lowest compared entry with this formula, charge and spin ... 330.0 kJ/mol
Charge ... -1

Each line ends with the Löwdin charge.
CARTESIAN COORDINATES (ANGSTROEM)
C: -0.866 -1.311 0.021  -0.06
O: 3.322 2.248 0.154  -0.47
O: 1.043 3.131 0.615  -0.49
O: 1.815 2.585 -1.737  -0.49
F: -1.583 -1.507 1.223  -0.04
F: 0.199 -2.178 -0.112  -0.02
S: 1.928 2.303 -0.265  0.47
H: -0.448 -0.282 -0.132  0.11

(4)
Formula: CHF2O4S
Source: OMol25
Level of theory: wB97M-V/def2-TZVPD

Frontier orbital gap ... 8.4197 eV
LUMO level ... 3.972 eV
ΔE to the lowest compared entry with this formula, charge and spin ... 35.5 kJ/mol
Charge ... -1

Each line ends with the Löwdin charge.
CARTESIAN COORDINATES (ANGSTROEM)
C: -0.603 -1.336 0.793  -0.66
O: 1.340 1.090 0.511  -0.46
O: 1.303 0.369 -1.860  -0.46
O: -0.752 1.655 -0.849  -0.35
O: -1.403 -0.745 1.415  0.15
F: -0.901 -2.394 0.005  0.09
F: 0.705 -1.574 1.107  0.04
S: 0.598 0.487 -0.599  0.65
H: -0.288 2.448 -0.523  0.00

(5)
Formula: CHF3FeMgNO3S2
Source: OMol25
Level of theory: wB97M-V/def2-TZVPD

Frontier orbital gap (spin up / spin down) ... 5.5215 / 5.5448 eV
⟨S²⟩ ... 8.80
LUMO level (spin up / spin down) ... -10.873 / -11.139 eV
Spin multiplicity ... 6
Charge ... +2

Each line ends with the Löwdin spin population.
CARTESIAN COORDINATES (ANGSTROEM)
Mg: -1.726 0.845 -2.092  0.03
N: 0.723 -1.016 -1.997  -0.04
S: 1.090 0.407 -1.321  0.00
O: -0.228 1.099 -0.878  0.02
S: -0.892 -1.653 -1.963  0.12
O: -2.421 -2.174 -1.230  0.87
C: 1.805 -0.263 0.269  -0.01
F: 2.760 -1.133 -0.022  0.00
F: 0.868 -0.904 0.949  0.00
F: 2.323 0.700 1.007  0.00
Fe: -2.324 2.342 1.880  3.66
O: -1.397 0.872 2.449  0.31
H: -0.580 0.878 2.950  0.02

(6)
Formula: CHF3N2O
Source: OMol25
Level of theory: wB97M-V/def2-TZVPD

Frontier orbital gap ... 10.5234 eV
LUMO level ... -1.598 eV
ΔE to the lowest compared entry with this formula, charge and spin ... 541.0 kJ/mol

Each line ends with the Löwdin charge.
CARTESIAN COORDINATES (ANGSTROEM)
C: -1.265 0.443 0.116  -0.22
N: 0.007 -0.113 0.383  0.08
N: 1.133 0.246 0.168  -0.10
O: -1.466 1.593 -0.165  0.13
F: -0.280 -1.632 -0.376  -0.19
F: 1.651 0.293 -1.181  0.05
F: 2.099 -0.370 0.865  0.11
H: -1.879 -0.459 0.190  0.14

(7)
Formula: CHF3N2O
Source: OMol25
Level of theory: wB97M-V/def2-TZVPD

Frontier orbital gap ... 10.4180 eV
LUMO level ... -1.088 eV
ΔE to the lowest compared entry with this formula, charge and spin ... 690.2 kJ/mol

Each line ends with the Löwdin charge.
CARTESIAN COORDINATES (ANGSTROEM)
C: -0.159 0.105 1.208  -0.43
N: 0.680 -0.720 1.482  0.12
N: -0.293 -0.079 -1.458  0.10
O: -1.024 0.814 1.361  0.24
F: 1.323 -1.728 0.842  0.02
F: 0.719 0.862 -1.694  -0.11
F: -1.505 0.788 -1.433  -0.10
H: 0.260 -0.042 -0.309  0.15

(8)
Formula: CHF3N3
Source: OMol25
Level of theory: wB97M-V/def2-TZVPD

Frontier orbital gap (spin up / spin down) ... 8.9073 / 8.9090 eV
LUMO level (spin up / spin down) ... -9.195 / -9.195 eV
ΔE to the lowest compared entry with this formula, charge and spin ... 410.7 kJ/mol
Charge ... +1

Each line ends with the Löwdin charge.
CARTESIAN COORDINATES (ANGSTROEM)
C: 3.849 -0.071 0.006  -0.15
N: 2.708 -0.309 0.015  0.29
N: 0.810 -0.806 0.045  0.33
N: 0.162 0.175 -0.060  -0.15
F: 5.042 0.161 0.009  0.35
F: 0.146 1.316 1.045  -0.01
F: 0.218 1.121 -1.194  0.06
H: -0.875 -0.064 0.007  0.28

(9)
Formula: CHF3NORhS2
Source: OMol25
Level of theory: wB97M-V/def2-TZVPD

Frontier orbital gap (spin up / spin down) ... 9.1219 / 7.0205 eV
⟨S²⟩ ... 6.01
LUMO level (spin up / spin down) ... 0.194 / -2.987 eV
Spin multiplicity ... 5

Each line ends with the Löwdin spin population.
CARTESIAN COORDINATES (ANGSTROEM)
N: -1.334 -0.914 0.833  0.27
S: -0.258 -0.421 2.154  0.75
S: -1.165 -0.149 -0.526  0.08
C: 0.646 -0.496 -1.169  0.05
F: 1.601 0.324 -0.723  0.02
F: 1.009 -1.744 -0.878  0.01
F: 0.624 -0.382 -2.506  0.01
Rh: -0.046 1.834 1.312  2.40
O: -0.905 1.395 -0.350  0.19
H: -0.745 3.265 1.933  0.22

(10)
Formula: CHF3O2PS
Source: OMol25
Level of theory: wB97M-V/def2-TZVPD

Frontier orbital gap ... 7.0044 eV
LUMO level ... 2.717 eV
ΔE to the lowest compared entry with this formula, charge and spin ... 182.9 kJ/mol
Charge ... -1

Each line ends with the Löwdin charge.
CARTESIAN COORDINATES (ANGSTROEM)
C: 1.022 2.633 -1.104  -0.32
O: -1.829 0.088 -2.187  -0.38
O: -0.354 -0.017 -0.096  -0.28
F: 0.168 2.397 0.120  -0.18
F: 0.273 3.640 -1.750  -0.11
F: 2.141 3.331 -0.528  -0.13
P: -0.687 -0.575 -1.593  0.17
S: -0.063 -2.322 -2.146  0.19
H: -0.352 0.997 0.103  0.04

(11)
Formula: CHF4NO4S2Tb
Source: OMol25
Level of theory: wB97M-V/def2-TZVPD

Frontier orbital gap (spin up / spin down) ... 7.4273 / 7.5777 eV
⟨S²⟩ ... 12.72
LUMO level (spin up / spin down) ... -6.767 / -6.571 eV
ΔE to the lowest compared entry with this formula, charge and spin ... 0.0 kJ/mol
Spin multiplicity ... 7
Charge ... +1

Each line ends with the Löwdin spin population.
CARTESIAN COORDINATES (ANGSTROEM)
Tb: 0.072 -2.273 1.818  6.10
N: -1.028 0.476 -0.251  0.00
S: -1.353 -1.350 -0.590  -0.02
O: -2.831 -1.360 -0.584  0.00
O: -0.767 -1.707 -1.895  -0.01
S: 0.360 0.929 0.364  0.00
O: 0.836 -0.227 1.191  -0.03
O: 0.318 2.227 1.007  0.00
C: 1.727 1.053 -0.899  0.00
F: 2.033 -0.149 -1.342  0.00
F: 1.312 1.820 -1.886  0.00
F: 2.793 1.579 -0.328  0.00
F: -1.542 -2.008 3.196  -0.03
H: -1.932 0.990 0.199  0.00

(12)
Formula: CHF4NO4S2Zn
Source: OMol25
Level of theory: wB97M-V/def2-TZVPD

Frontier orbital gap ... 8.2302 eV
LUMO level ... -2.111 eV
ΔE to the lowest compared entry with this formula, charge and spin ... 90.2 kJ/mol

Each line ends with the Löwdin charge.
CARTESIAN COORDINATES (ANGSTROEM)
Zn: 0.956 2.250 0.398  0.91
N: 0.722 -0.858 0.229  -0.30
S: 1.793 0.179 -0.924  0.65
O: 3.114 -0.438 -0.679  -0.41
O: 1.311 -0.007 -2.306  -0.42
S: -0.673 -0.304 0.738  0.71
O: -0.524 1.188 0.751  -0.42
O: -1.148 -0.933 1.953  -0.23
C: -2.047 -0.525 -0.503  -0.70
F: -1.836 0.260 -1.540  0.17
F: -2.071 -1.789 -0.875  0.18
F: -3.193 -0.196 0.058  0.18
F: 2.241 2.486 1.666  -0.50
H: 1.357 -1.313 1.036  0.18

(13)
Formula: CHFI2S
Source: OMol25
Level of theory: wB97M-V/def2-TZVPD

Frontier orbital gap ... 7.7177 eV
LUMO level ... -1.633 eV
ΔE to the lowest compared entry with this formula, charge and spin ... 33.3 kJ/mol
SMILES ... FC=S.II

Each line ends with the Löwdin charge.
CARTESIAN COORDINATES (ANGSTROEM)
F: -0.893 0.963 0.681  -0.16
C: -1.519 -0.188 0.232  -0.71
S: -1.355 -1.498 1.132  0.71
H: -2.051 -0.141 -0.824  0.11
I: 3.570 -0.716 -0.670  0.01
I: 2.248 1.580 -0.551  0.05

(14)
Formula: CHFIN
Source: OMol25
Level of theory: wB97M-V/def2-TZVPD

Frontier orbital gap ... 10.0832 eV
LUMO level ... 0.232 eV
ΔE to the lowest compared entry with this formula, charge and spin ... 211.8 kJ/mol
SMILES ... F/N=C/I

Each line ends with the Löwdin charge.
CARTESIAN COORDINATES (ANGSTROEM)
F: -0.606 -1.559 -1.444  -0.10
N: 0.586 -0.914 -1.421  -0.09
C: 0.675 -0.010 -0.391  -0.72
I: 2.391 1.049 -0.381  0.88
H: -0.147 -0.019 0.287  0.04

(15)
Formula: CHFN2O3
Source: OMol25
Level of theory: wB97M-V/def2-TZVPD

Frontier orbital gap (spin up / spin down) ... 8.1146 / 6.9374 eV
⟨S²⟩ ... 2.01
LUMO level (spin up / spin down) ... 0.612 / -5.059 eV
ΔE to the lowest compared entry with this formula, charge and spin ... 296.4 kJ/mol
Spin multiplicity ... 3

Each line ends with the Löwdin spin population.
CARTESIAN COORDINATES (ANGSTROEM)
C: 1.437 -0.381 0.193  0.06
N: -1.260 -0.445 0.189  0.08
N: -0.853 0.652 0.039  0.44
O: 0.644 0.653 0.626  0.76
O: 2.214 -1.039 0.751  0.14
O: -1.213 1.714 -0.273  0.45
F: 1.264 -0.521 -1.242  0.02
H: -2.231 -0.632 -0.284  0.06

(16)
Formula: CHFN4O2S
Source: OMol25
Level of theory: wB97M-V/def2-TZVPD

Frontier orbital gap (spin up / spin down) ... 7.9987 / 6.9608 eV
⟨S²⟩ ... 2.03
LUMO level (spin up / spin down) ... 0.685 / -4.553 eV
Spin multiplicity ... 3

Each line ends with the Löwdin spin population.
CARTESIAN COORDINATES (ANGSTROEM)
C: -0.992 1.618 0.025  0.46
N: 0.170 1.075 -0.269  0.54
N: 0.131 -0.098 0.341  0.38
N: -1.001 -0.241 1.085  0.49
N: -1.636 0.818 0.900  0.05
O: 2.387 -0.737 -0.729  0.00
O: 0.047 -1.747 -1.340  0.04
F: 1.178 -2.138 0.682  0.00
S: 1.044 -1.185 -0.506  0.02
H: -1.327 2.634 -0.188  0.02

(17)
Formula: CHFNO3S
Source: OMol25
Level of theory: wB97M-V/def2-TZVPD

Frontier orbital gap (spin up / spin down) ... 7.0593 / 6.9607 eV
⟨S²⟩ ... 2.01
LUMO level (spin up / spin down) ... 4.002 / 1.900 eV
ΔE to the lowest compared entry with this formula, charge and spin ... 0.0 kJ/mol
Spin multiplicity ... 3
Charge ... -1

Each line ends with the Löwdin spin population.
CARTESIAN COORDINATES (ANGSTROEM)
C: -0.792 0.400 -1.355  0.63
N: -1.071 1.633 -1.624  0.20
O: 2.205 -0.322 1.150  0.19
O: 0.673 -2.217 0.956  0.18
O: 0.062 -0.253 2.328  0.19
F: -1.620 -0.615 -1.492  0.16
S: 0.807 -0.814 1.206  0.42
H: -0.263 2.189 -1.169  0.02

(18)
Formula: CHFNO3S
Source: OMol25
Level of theory: wB97M-V/def2-TZVPD

Frontier orbital gap (spin up / spin down) ... 7.3534 / 7.4178 eV
⟨S²⟩ ... 2.01
LUMO level (spin up / spin down) ... 4.300 / 1.983 eV
ΔE to the lowest compared entry with this formula, charge and spin ... 100.1 kJ/mol
Spin multiplicity ... 3
Charge ... -1

Each line ends with the Löwdin spin population.
CARTESIAN COORDINATES (ANGSTROEM)
C: 0.548 -0.412 -1.235  0.72
N: -0.823 -0.917 -0.643  0.94
O: 1.909 0.227 0.784  0.01
O: 2.857 0.628 -1.355  0.00
O: 2.347 -1.764 -0.526  0.12
F: 0.544 -0.432 -2.544  0.16
S: 2.148 -0.296 -0.526  0.02
H: -0.509 -0.845 0.298  0.04

(19)
Formula: CHI4P
Source: OMol25
Level of theory: wB97M-V/def2-TZVPD

Frontier orbital gap (spin up / spin down) ... 7.8911 / 4.8909 eV
LUMO level (spin up / spin down) ... -1.740 / -3.342 eV
ΔE to the lowest compared entry with this formula, charge and spin ... 182.2 kJ/mol

Each line ends with the Löwdin charge.
CARTESIAN COORDINATES (ANGSTROEM)
C: -0.134 -1.013 0.101  -1.82
P: -0.543 -1.941 -1.424  0.17
I: -1.719 -0.923 1.452  0.69
I: 1.832 -1.430 0.891  0.64
I: -5.679 1.056 0.685  0.00
I: -0.590 -4.119 -0.666  0.34
H: 0.112 0.031 -0.381  -0.02

(20)
Formula: CHINO2P
Source: OMol25
Level of theory: wB97M-V/def2-TZVPD

Frontier orbital gap (spin up / spin down) ... 7.3992 / 7.4038 eV
LUMO level (spin up / spin down) ... -1.799 / -1.795 eV
ΔE to the lowest compared entry with this formula, charge and spin ... 284.7 kJ/mol

Each line ends with the Löwdin charge.
CARTESIAN COORDINATES (ANGSTROEM)
C: 0.159 0.557 -0.070  -0.14
N: -0.241 1.285 -0.912  -0.16
O: -0.408 2.218 -1.595  0.14
O: 2.310 2.504 0.419  -0.53
P: 2.065 1.166 0.911  0.41
I: 3.717 -0.375 -0.205  0.21
H: -0.028 -0.450 0.217  0.09